Molecular formula: C15H21ClO6RuS5
Method: DFT, ωB97M-V/def2-TZVPD

Atoms and positions in Å:
H -5.32493 4.53399 -3.58158
C -3.76915 5.27203 -2.69578
H 2.08123 -0.58099 2.73126
S -0.28958 -0.80546 2.31998
S -2.13015 0.11377 -0.13152
H 2.31634 -4.70729 -0.05155
H -4.53023 0.81561 -1.38889
H -0.36783 -4.54657 2.57477
H -0.60863 -2.50989 3.95675
C -3.38396 3.90737 -2.19045
C -3.85538 1.65232 -1.49310
O -4.89341 5.37902 -3.40281
C 1.41949 1.36835 2.02227
C 3.82800 -0.38482 0.39986
O -1.38989 -2.03865 -1.94223
C -0.00766 -2.47375 3.04703
C 1.23531 0.09590 2.83413
H -1.40143 4.60870 -1.86597
S 0.27838 -3.64850 0.44791
C -1.62766 2.57540 -1.20710
H 2.33203 1.88107 2.32644
S 1.48639 1.18894 0.18971
Ru 0.28296 -1.13636 -0.39911
C 2.99201 -3.00472 1.05737
H -0.60323 2.46410 -0.88344
S 2.98955 -1.83416 -0.37023
O 0.83696 -2.38959 -2.45980
C -2.53666 1.52037 -1.02913
H 3.71388 -0.44551 1.48054
H 3.32561 0.93379 -1.23322
C -2.05978 3.75725 -1.76166
H 2.76645 -2.44174 1.96205
C 3.26383 0.91195 -0.14273
H 0.56908 2.02862 2.18931
H 4.88814 -0.44876 0.15119
H -1.54912 -3.41275 1.88207
H 1.11838 0.36459 3.88571
C -4.26832 2.83005 -2.07544
H -5.29540 2.89501 -2.40916
Cl -0.33708 -1.65233 -2.84669
O -0.69345 -1.87562 -4.16750
H 3.80442 1.77046 0.26184
O -0.05120 -0.25579 -2.61173
C -0.49266 -3.56573 2.11208
H 1.97295 -4.79966 1.69206
H 3.99982 -3.41667 1.13761
H 1.04328 -2.58494 3.30764
O -3.08719 6.22948 -2.45473
C 2.00949 -4.13791 0.82594

Forces on the atoms, in the same order (eV/Å):
H 0.210 0.019 0.095
C 0.535 -0.324 0.366
H -0.053 0.011 0.035
S 0.883 -0.383 -1.553
S 1.216 -1.315 0.954
H -0.034 -0.135 0.082
H -0.069 -0.024 -0.018
H -0.091 0.050 -0.011
H 0.124 -0.013 0.061
C 0.004 -0.279 0.083
C 0.557 -0.454 0.075
O -0.469 0.247 -0.308
C -0.296 -0.298 -0.392
C -0.175 -0.382 -0.209
O -0.489 -0.615 0.716
C -0.008 0.346 -0.114
C -0.269 -0.274 -0.109
H 0.039 -0.025 0.001
S -0.114 0.550 0.160
C -0.408 -0.109 0.066
H -0.034 0.061 -0.005
S -0.224 -1.125 -0.122
Ru -0.627 2.325 4.212
C 0.111 0.351 -0.356
H -0.041 0.030 0.000
S -0.515 0.094 0.571
O 1.061 -0.398 -0.102
C 0.335 0.608 -0.741
H 0.089 -0.023 -0.006
H 0.044 0.116 0.049
C -0.269 0.172 -0.205
H -0.003 -0.021 -0.028
C -0.404 -0.085 0.027
H 0.060 0.126 -0.013
H -0.023 0.001 0.071
H -0.012 -0.155 0.041
H 0.021 -0.043 -0.012
C 0.185 0.581 -0.006
H -0.070 0.073 0.015
Cl -0.619 -0.557 -1.417
O -0.293 -0.223 -1.298
H -0.019 -0.033 -0.097
O 0.567 1.006 0.422
C 0.128 0.157 -0.477
H 0.024 -0.058 -0.085
H -0.048 0.013 0.075
H 0.000 0.010 0.022
O -0.245 0.018 -0.185
C -0.271 0.383 -0.332

Calculated values
Net charge = +1
ΔE to the lowest compared entry with this formula, charge and spin = 43.1 kcal per mole
Frontier orbital gap (alpha / beta) = 0.1997 / 0.2036 hartree
Energy = -3581.04855 Ha
Largest force on an atom = 4.9 eV/A
Spin multiplicity = 2

natural (NBO) population analysis, charges in e, atoms 1 to 5: number 1, H, carries 0.489; number 2, C, carries 0.772; number 3, H, carries 0.212; number 4, S, carries 0.426; number 5, S, carries 0.075